Here is a molecular structure, C21H33N8OSeSiV in a non-equilibrium geometry from OMol25. Energies are from ωB97M-V/def2-TZVPD.

Positions of all 66 atoms, in Å:
Se: -1.016 0.280 -2.209
V: 1.423 0.196 -1.244
Si: 0.549 -1.404 1.912
O: 1.442 2.046 -2.425
N: -2.323 -2.167 -1.492
N: 0.039 3.022 1.726
N: -0.139 4.278 -0.285
N: 3.355 0.216 -0.573
N: 1.785 -1.018 -2.945
N: 1.531 -0.745 0.407
N: -3.347 -0.467 -0.714
N: 0.777 2.213 -0.275
C: -2.236 -0.846 -1.363
C: 0.471 -3.211 1.576
C: 5.212 1.169 -1.857
C: -0.676 5.575 0.180
C: 0.377 4.083 -1.621
C: 0.197 3.205 0.423
C: -1.171 -0.656 1.660
C: -5.864 -2.989 0.312
C: 1.195 -0.712 3.583
C: -5.176 -4.117 -0.178
C: -4.161 -1.562 -0.439
C: -5.431 -1.674 0.128
C: 5.600 -0.353 0.003
C: -3.941 -3.967 -0.744
C: 4.688 0.289 -0.760
C: 5.150 -1.302 0.912
C: -3.480 -2.686 -0.879
C: 0.951 2.750 -1.496
C: 3.837 -1.479 1.123
C: -3.746 0.850 -0.245
C: 2.958 -0.636 0.461
H: 1.127 4.825 -1.970
H: 6.634 -0.083 -0.055
H: -1.797 -1.176 0.962
H: -1.303 6.026 -0.612
H: -1.664 -2.810 -1.971
H: 2.642 -1.525 -2.982
H: 1.769 -0.427 -3.765
H: -0.280 3.672 2.444
H: -4.714 1.242 -0.712
H: 0.201 2.104 2.069
H: 5.928 -1.822 1.475
H: -5.932 -0.818 0.546
H: -3.296 -4.791 -1.001
H: -6.810 -3.139 0.740
H: -4.021 0.842 0.791
H: -0.116 -3.512 0.704
H: -1.773 -0.666 2.573
H: 2.224 -0.382 3.713
H: -5.596 -5.129 -0.051
H: 0.994 -1.688 -2.991
H: -1.371 5.436 0.939
H: -2.980 1.565 -0.405
H: 4.655 2.110 -1.926
H: 1.462 -3.625 1.482
H: 5.049 0.695 -2.853
H: 0.132 6.248 0.327
H: 1.070 -1.460 4.380
H: 6.279 1.445 -1.737
H: -1.081 0.439 1.424
H: 0.505 0.110 3.850
H: 0.090 -3.824 2.449
H: -0.333 4.108 -2.367
H: 3.477 -2.174 1.871

Computed properties:
Multiplicity: 3
Frontier orbital gap (alpha / beta) in eV: 7.9 / 8.6
Net charge: +2
HOMO (alpha / beta) in eV: -13.6 / -13.6
LUMO energy (alpha / beta) in eV: -5.704 / -4.933


Here is 3 unconnected molecules or ions with the total composition C21H33NPS in a non-equilibrium geometry from OMol25. Energies are from ωB97M-V/def2-TZVPD.

Positions of all 57 atoms, in Å:
S: 1.435 4.832 -0.848
P: 0.650 3.097 -1.123
N: -1.124 0.705 -0.315
C: -1.095 -4.896 -1.233
C: -3.497 -4.641 -1.221
C: 1.298 0.626 -0.080
C: 2.260 -0.365 -3.551
C: 4.354 -0.170 -2.385
C: 2.058 -1.613 -2.972
C: -0.657 0.640 2.119
C: 3.411 0.356 -3.258
C: -0.678 1.529 0.866
C: -2.007 3.591 3.894
C: 0.691 1.971 0.355
C: 2.999 -2.138 -2.098
C: -2.366 -5.441 -1.089
C: 4.148 -1.415 -1.804
C: -2.097 -2.758 -1.649
C: -3.369 -3.287 -1.502
C: 0.106 -0.102 -0.716
C: -1.006 2.441 4.023
C: -0.970 -3.546 -1.516
C: 0.386 2.938 3.627
C: -1.514 1.191 3.255
H: -2.493 1.429 2.834
H: -0.698 3.111 -1.551
H: 5.254 0.387 -2.163
H: -1.906 0.081 -0.112
H: -1.459 1.290 -1.079
H: 4.885 -1.824 -1.126
H: -1.690 0.378 3.956
H: -1.820 4.350 4.650
H: 3.577 1.323 -3.716
H: -0.965 2.180 5.079
H: -4.481 -5.077 -1.106
H: -1.956 -1.709 -1.895
H: 1.272 2.336 -2.121
H: -4.247 -2.664 -1.609
H: -0.217 -5.519 -1.128
H: 0.333 3.634 2.789
H: 1.525 0.042 -4.236
H: -0.009 -3.059 -1.627
H: 1.160 -2.168 -3.211
H: 1.276 2.542 1.069
H: 2.103 0.727 -0.804
H: -2.476 -6.494 -0.869
H: 2.842 -3.111 -1.648
H: -1.945 4.053 2.908
H: 0.804 3.511 4.453
H: -1.077 -0.334 1.855
H: -3.023 3.232 4.046
H: 0.215 -0.155 -1.794
H: 1.693 0.086 0.775
H: 0.361 0.435 2.439
H: -1.314 2.394 1.046
H: 1.099 2.143 3.422
H: -0.039 -1.095 -0.305

Computed properties:
Frontier orbital gap in eV: 8.9
Net charge: +1
HOMO in eV: -11.9
LUMO energy in eV: -3.006


Here is a molecular structure, C21H34AuBN6O3S5 from OMol25. Energies are from ωB97M-V/def2-TZVPD.

Positions of all 71 atoms, in Å:
Au: -0.868 -1.026 -0.936
S: -0.573 -1.388 1.674
S: -1.430 -2.709 -2.493
S: -1.170 1.488 -0.781
S: -3.333 -2.309 -1.755
S: 1.366 -0.949 -1.423
O: -4.170 -1.790 -2.791
O: -2.893 -1.165 -0.798
O: -3.817 -3.423 -0.997
N: 2.611 -2.316 0.652
N: 2.220 -0.203 1.063
N: 1.453 1.925 -0.183
N: -1.845 0.883 2.593
N: 0.919 2.625 -2.185
N: 0.220 1.198 1.940
C: -4.169 1.141 1.920
C: -1.542 2.220 2.770
C: 2.571 2.503 -0.736
C: 2.621 -3.744 0.172
C: 0.021 4.499 -3.465
C: 2.170 -3.933 -1.270
C: -0.751 0.266 2.080
C: -1.046 2.258 -3.743
C: 4.058 -4.252 0.299
C: 2.068 -1.183 0.158
C: -3.464 -1.089 2.727
C: 3.083 -2.034 1.918
C: -0.272 2.407 2.376
C: -3.542 0.785 4.345
C: 2.843 -0.731 2.162
C: 2.249 2.940 -1.966
C: 0.266 2.990 -3.485
C: -3.240 0.409 2.893
C: 0.440 2.022 -1.070
C: 1.670 -4.518 1.086
C: 1.236 2.607 -4.609
B: 1.570 1.214 1.189
H: 3.552 -2.776 2.533
H: -4.124 2.224 2.040
H: -2.254 2.920 3.160
H: 1.126 -3.674 -1.419
H: -4.554 0.465 4.588
H: -3.321 -1.420 1.704
H: 2.844 3.458 -2.691
H: 3.052 -0.132 3.029
H: 2.288 -4.996 -1.486
H: -4.504 -1.271 3.005
H: 1.982 -4.479 2.130
H: 4.416 -4.256 1.327
H: 0.326 3.300 2.348
H: -0.670 4.760 -2.664
H: -5.196 0.824 2.101
H: 2.348 1.861 1.844
H: -3.481 1.858 4.522
H: 0.661 -4.114 1.013
H: -0.416 4.812 -4.413
H: 2.144 3.206 -4.611
H: 4.101 -5.277 -0.066
H: 0.949 5.053 -3.318
H: 2.779 -3.372 -1.975
H: -0.936 1.177 -3.675
H: 4.735 -3.645 -0.304
H: 0.740 2.768 -5.565
H: -2.851 0.281 5.022
H: -1.836 2.560 -3.064
H: 3.499 2.555 -0.196
H: -2.824 -1.677 3.381
H: -3.909 0.888 0.892
H: 1.508 1.554 -4.537
H: -1.348 2.510 -4.760
H: 1.647 -5.563 0.775

Computed properties:
Frontier orbital gap in eV: 6.1
HOMO in eV: -7.4
LUMO energy in eV: -1.375


Here is 2 unconnected molecules or ions with the total composition C21H34BrFN3O3 in a non-equilibrium geometry from OMol25. Energies are from ωB97M-V/def2-TZVPD.

Positions of all 63 atoms, in Å:
Br: -2.586 1.263 0.287
F: -3.282 0.862 -4.417
O: 1.414 -0.567 6.252
O: 0.778 -1.466 3.346
O: -1.301 0.558 4.458
N: -1.044 -3.179 -4.213
N: -0.234 2.623 -3.823
N: 2.742 0.680 -0.832
C: -1.509 -0.626 3.693
C: -1.403 -2.256 -0.471
C: 1.905 -1.179 7.431
C: 0.137 -0.487 -5.311
C: 3.174 2.487 -2.549
C: 0.816 -1.864 -5.609
C: -2.037 0.202 -1.332
C: -1.642 -1.914 -3.952
C: 1.589 -0.400 3.844
C: -0.857 -0.784 -0.861
C: -1.164 -0.522 -4.426
C: -1.612 1.245 -2.470
C: -1.229 2.226 -4.628
C: 2.261 1.709 -1.495
C: 2.294 -0.751 5.149
C: 0.146 -3.115 -4.995
C: -0.457 -1.674 4.036
C: -1.899 0.863 -4.029
C: 0.731 2.243 -1.352
C: -2.030 1.653 3.940
C: -0.085 1.690 -2.630
H: 3.154 -0.086 5.290
H: -0.299 -1.759 5.113
H: 0.672 0.926 -3.063
H: 1.202 -0.974 8.239
H: 2.355 -0.240 3.079
H: 3.025 1.947 -3.565
H: -2.175 2.238 -2.347
H: -2.930 -0.423 -1.714
H: -0.822 -2.644 3.687
H: -1.681 1.894 2.931
H: -0.141 -0.899 -1.747
H: -2.504 -1.013 3.941
H: -0.265 -0.328 0.007
H: -1.463 -0.395 2.623
H: -2.539 -2.298 -0.577
H: 2.639 -1.791 5.112
H: -1.853 2.518 4.582
H: 1.976 0.318 -0.239
H: -0.949 -3.030 -1.174
H: -1.107 -2.441 0.621
H: 4.291 2.448 -2.338
H: 2.765 3.546 -2.707
H: 1.971 -2.263 7.296
H: 1.019 0.527 3.926
H: 2.885 -0.772 7.700
H: -1.531 2.805 -5.563
H: 1.771 -1.847 -6.226
H: -3.102 1.434 3.928
H: 0.749 3.393 -1.283
H: 0.544 0.514 -5.676
H: 0.281 1.755 -0.424
H: 0.676 -4.118 -5.197
H: -2.587 -1.925 -3.293
H: 0.354 3.462 -3.986

Computed properties:
Frontier orbital gap in eV: 5.8
Net charge: +1
HOMO in eV: -11.0
LUMO energy in eV: -5.164


Here is a molecular structure, C21H34CoNP2Te in a non-equilibrium geometry from OMol25. Energies are from ωB97M-V/def2-TZVPD.

Positions of all 60 atoms, in Å:
Te: 0.526 1.802 -2.060
Co: -0.145 0.238 0.050
P: -1.729 -0.549 -1.463
P: -0.691 -1.578 1.240
N: 0.920 1.272 1.469
C: -1.999 -3.984 0.653
C: 0.729 0.815 2.867
C: 1.466 -0.577 -0.406
C: -3.100 -3.007 -1.707
C: -1.770 -1.369 2.695
C: -2.228 -2.212 -0.964
C: -3.213 0.496 -1.354
C: -3.407 -4.285 -1.274
C: -2.848 -4.778 -0.100
C: 3.932 -1.821 -0.698
C: -0.370 3.746 -1.978
C: 1.600 -1.649 -1.280
C: 2.542 2.471 -1.962
C: -1.411 -0.697 -3.250
C: 3.799 -0.742 0.168
C: 2.571 -0.108 0.304
C: 2.841 -2.262 -1.433
C: -1.688 -2.696 0.222
C: 0.503 2.694 1.464
C: 2.365 1.135 1.122
C: 0.684 -2.612 1.824
H: -3.025 1.472 -1.804
H: 1.379 -2.042 2.433
H: 0.637 3.133 0.482
H: -2.115 -1.409 -3.678
H: 1.081 -0.203 2.981
H: -1.240 -0.946 3.544
H: 2.974 1.137 2.029
H: 1.094 3.260 2.190
H: -0.546 2.766 1.753
H: -4.081 -4.902 -1.853
H: 4.889 -2.313 -0.801
H: 0.748 -2.035 -1.826
H: -4.032 0.018 -1.892
H: -1.540 0.260 -3.750
H: -1.374 3.649 -1.571
H: 2.949 -3.097 -2.113
H: 2.661 3.278 -1.245
H: 3.157 1.612 -1.706
H: 1.302 1.454 3.543
H: -2.146 -2.351 2.981
H: -0.413 4.132 -2.992
H: -3.513 0.633 -0.315
H: -2.624 -0.738 2.445
H: -1.588 -4.377 1.575
H: -3.082 -5.781 0.231
H: 4.657 -0.390 0.729
H: 0.225 4.404 -1.350
H: 2.785 2.821 -2.962
H: 2.650 2.018 0.554
H: 1.223 -3.009 0.967
H: -0.397 -1.048 -3.432
H: -0.321 0.888 3.137
H: -3.548 -2.639 -2.622
H: 0.297 -3.434 2.426

Computed properties:
Frontier orbital gap in eV: 7.6
Net charge: +2
HOMO in eV: -14.4
LUMO energy in eV: -6.798


Here is 3 unconnected molecules or ions with the total composition C21H34F5O11P3 in a non-equilibrium geometry from OMol25. Energies are from ωB97M-V/def2-TZVPD.

Positions of all 74 atoms, in Å:
P: -5.575 -0.548 0.476
P: -3.144 2.064 1.165
P: -4.701 1.305 -0.248
F: 1.009 5.679 -1.346
F: -2.418 2.912 3.637
F: -0.813 6.541 -2.397
F: 0.635 7.949 -1.236
F: -0.593 2.231 2.397
O: 4.876 -5.995 2.736
O: -0.184 -3.270 -3.427
O: -5.736 -0.531 2.173
O: -7.101 -0.706 -0.330
O: 3.824 2.442 0.027
O: 3.646 0.131 -0.431
O: 3.472 -4.856 1.358
O: -4.717 -1.745 0.038
O: 5.610 -5.375 0.785
O: -2.023 -4.378 -4.173
O: -0.291 -4.241 -5.481
C: -2.348 7.098 2.224
C: -0.005 6.691 -1.230
C: 5.187 1.091 1.537
C: -0.924 4.931 0.582
C: -1.843 2.919 2.296
C: -1.574 7.514 0.923
C: -1.837 1.417 -0.058
C: -1.718 4.448 1.843
C: 2.525 -0.508 0.286
C: -0.772 -3.899 -4.273
C: 5.397 -4.728 -0.469
C: -0.062 -0.565 -0.523
C: 1.041 -3.793 -5.727
C: -1.452 -0.135 0.170
C: 4.543 -5.357 1.601
C: 1.201 0.326 -0.083
C: -0.841 6.407 0.118
C: -2.664 -4.086 -2.930
C: 3.829 -6.053 3.704
C: 4.141 1.247 0.305
C: -2.413 5.592 2.671
H: -1.523 -0.464 1.277
H: 2.970 -6.601 3.310
H: -2.992 5.361 3.631
H: 2.467 -1.627 0.081
H: 4.210 -6.587 4.575
H: 4.650 0.785 2.495
H: 2.733 -0.314 1.408
H: 0.149 -1.675 -0.301
H: 3.536 -5.048 4.016
H: 0.962 1.005 0.804
H: -0.898 2.062 -0.130
H: 1.093 -2.703 -5.698
H: 6.321 -4.803 -1.043
H: -2.117 -4.537 -2.099
H: -0.375 4.145 -0.030
H: 5.715 2.093 1.767
H: 6.023 0.370 1.223
H: 5.167 -3.670 -0.323
H: -1.543 8.604 0.563
H: -3.754 3.375 0.998
H: -5.739 2.314 -0.204
H: 1.478 1.019 -0.964
H: 4.601 -5.223 -1.028
H: -2.334 1.470 -1.102
H: -7.711 -0.054 0.089
H: -5.882 -1.471 2.429
H: 1.324 -4.125 -6.727
H: -2.898 7.883 2.841
H: -0.204 -0.490 -1.670
H: -2.759 -3.007 -2.789
H: 1.735 -4.233 -5.007
H: -3.664 -4.519 -2.961
H: -2.276 -0.745 -0.369
H: -3.652 1.243 2.251

Computed properties:
Frontier orbital gap in eV: 8.3
HOMO in eV: -8.7
LUMO energy in eV: -0.429


DFT total energy for every record listed, in sequence, given in hartree: -4967.9214; -1614.0364; -3526.5069; -3883.9134; -3208.3069; -3171.3998.